[1]
A cluster of 6 separate species, C40H88NO18P in total, computed with wB97M-V/def2-TZVPD.

XYZ file:
```
148
C40H88NO18P wB97M-V/def2-TZVPD
C -3.4528 1.2528 -0.8220
C -3.7287 2.5482 -0.4579
C -4.9284 3.3129 -0.9586
C -6.2994 2.6002 -0.7900
P -6.8187 1.8805 -2.4367
O -8.2105 2.1712 -2.8279
C -7.4146 3.6421 -0.4129
C -8.2401 3.0887 0.7568
C -9.3799 2.0892 0.4739
O -10.1497 2.4505 -0.6513
C -10.6691 1.2750 -1.2570
C -11.8305 1.5881 -2.1834
C -7.1341 2.1844 1.3698
O -6.9114 1.9562 2.5000
N -6.4646 1.6416 0.2667
H -2.6358 0.9932 -1.4837
H -4.0838 0.4549 -0.4365
H -3.0700 3.0375 0.2596
H -4.7298 3.4932 -2.0138
H -4.9071 4.3003 -0.4978
H -6.6963 0.4713 -2.3060
H -5.9803 2.3624 -3.4765
H -6.8507 4.4489 0.0732
H -7.9175 4.1725 -1.2149
H -8.5146 3.8462 1.4828
H -8.9341 1.1127 0.2691
H -9.9819 2.0048 1.3860
H -11.0110 0.5620 -0.4972
H -9.8650 0.7863 -1.8157
H -11.7303 2.5359 -2.7026
H -12.7790 1.5018 -1.6593
H -11.8527 0.8000 -2.9389
H -5.6474 1.1346 0.5906
C 3.0161 -0.3803 -0.3997
O 2.4994 0.1876 0.7907
C 3.4609 0.8476 1.5955
C 3.0052 2.2326 2.0204
O 2.8644 3.1952 0.9846
C 1.8477 2.9953 0.0098
C 0.4130 3.0500 0.5048
O 0.0967 1.9636 1.3601
C -0.5457 2.3246 2.5664
H 3.3203 -1.4168 -0.2242
H 2.2219 -0.3748 -1.1475
H 3.8609 0.1905 -0.7958
H 4.4273 0.9193 1.0861
H 3.5984 0.2467 2.5035
H 3.7811 2.6351 2.6793
H 2.1017 2.1829 2.6281
H 2.0337 2.0857 -0.5607
H 1.9731 3.8210 -0.6973
H -0.2520 2.9876 -0.3656
H 0.2420 4.0134 0.9973
H -0.2056 3.2949 2.9399
H -0.2980 1.5698 3.3142
H -1.6328 2.3393 2.4334
C -8.1816 -0.7519 2.5276
O -8.9191 -1.8383 1.9979
C -8.5757 -2.1925 0.6695
C -8.3252 -3.6813 0.5064
O -7.1907 -4.2043 1.1807
C -7.1805 -4.2301 2.6013
C -8.1924 -5.1452 3.2670
O -9.5276 -4.7079 3.0792
C -10.4236 -5.7106 2.6464
H -8.7032 0.1818 2.3268
H -8.1116 -0.8836 3.6080
H -7.1663 -0.7036 2.1256
H -7.6981 -1.6364 0.3212
H -9.4262 -1.9224 0.0296
H -8.1278 -3.8530 -0.5558
H -9.2194 -4.2609 0.7387
H -7.2315 -3.2198 3.0083
H -6.1898 -4.6110 2.8660
H -7.9917 -5.1466 4.3451
H -8.0496 -6.1644 2.8923
H -9.9392 -6.4410 1.9916
H -11.2183 -5.2240 2.0791
H -10.8702 -6.2227 3.5047
C 0.2223 -1.8579 2.9341
O -0.1673 -3.1528 2.5216
C -0.4940 -3.2560 1.1466
C 0.2074 -4.4175 0.4652
O 1.6206 -4.3198 0.3568
C 2.4109 -4.3684 1.5357
C 2.4049 -5.6805 2.2996
O 1.1459 -5.9630 2.8853
C 0.6625 -7.2693 2.6488
H -0.6510 -1.2921 3.2771
H 0.9178 -1.9627 3.7690
H 0.7291 -1.3031 2.1391
H -0.2649 -2.3294 0.6102
H -1.5760 -3.4299 1.0810
H -0.1547 -4.4433 -0.5666
H -0.0858 -5.3712 0.9056
H 2.1825 -3.5268 2.1908
H 3.4371 -4.2107 1.1902
H 3.1393 -5.6051 3.1107
H 2.7218 -6.4844 1.6265
H 0.9593 -7.6466 1.6658
H -0.4272 -7.2314 2.6805
H 1.0112 -7.9544 3.4283
C 9.8232 6.1099 -1.8549
O 8.4239 5.9838 -1.7034
C 7.7788 5.2435 -2.7248
C 6.8461 4.1757 -2.1781
O 7.4577 3.1016 -1.4754
C 8.0949 3.3958 -0.2349
C 7.1899 3.8674 0.8891
O 6.6217 5.1387 0.6399
C 5.2210 5.1977 0.8500
H 10.0636 7.0156 -2.4207
H 10.2634 6.1944 -0.8604
H 10.2650 5.2398 -2.3495
H 8.5044 4.7798 -3.4009
H 7.1742 5.9506 -3.3066
H 6.3599 3.7090 -3.0404
H 6.0410 4.6159 -1.5897
H 8.9339 4.0750 -0.3858
H 8.5364 2.4481 0.0893
H 7.7938 3.9478 1.8015
H 6.4147 3.1108 1.0575
H 4.7273 4.2579 0.5975
H 4.8180 5.9761 0.1993
H 5.0043 5.4638 1.8900
C 10.0899 1.0855 -2.4145
O 9.4252 -0.1215 -2.0966
C 8.0341 -0.1202 -2.3835
C 7.6068 -1.3465 -3.1713
O 8.1162 -1.4552 -4.4926
C 9.5074 -1.6647 -4.6838
C 10.0647 -2.9898 -4.1948
O 10.0330 -3.1065 -2.7825
C 9.4878 -4.3173 -2.3010
H 10.0870 1.7472 -1.5439
H 11.1237 0.8465 -2.6709
H 9.6380 1.5949 -3.2697
H 7.7374 0.7823 -2.9238
H 7.5043 -0.1293 -1.4228
H 6.5211 -1.2817 -3.2893
H 7.7886 -2.2631 -2.6081
H 10.0837 -0.8246 -4.2949
H 9.6453 -1.6471 -5.7689
H 11.1132 -3.0547 -4.5098
H 9.5134 -3.8052 -4.6753
H 8.6903 -4.6957 -2.9473
H 9.0596 -4.1210 -1.3171
H 10.2702 -5.0759 -2.1966
```

Summary:
SMILES: C=CC[C@]1([PH2]=O)C[C@@H](COCC)C(=O)N1.COCCOCCOC.COCCOCCOC.COCCOCCOC.COCCOCCOC.COCCOCCOC
charge: 0
gap between HOMO and LUMO: 7.80 eV
E: -90527.0754 eV

Atomic partial charges in e from the Mulliken method, atoms 1 to 99: C -0.803; C -0.136; C -1.142; C 1.107; P 0.224; O -0.630; C -1.590; C 0.778; C -0.632; O -0.396; C 0.127; C -1.446; C -0.498; O -0.608; N 0.230; H 0.232; H 0.325; H 0.265; H 0.416; H 0.364; H 0.049; H 0.075; H 0.494; H 0.498; H 0.573; H 0.101; H 0.306; H 0.267; H 0.189; H 0.335; H 0.353; H 0.362; H 0.248; C -0.909; O -0.102; C -0.524; C -0.448; O -0.416; C -0.592; C -0.581; O 0.129; C -0.934; H 0.199; H 0.269; H 0.424; H 0.242; H 0.372; H 0.542; H 0.072; H 0.139; H 0.433; H 0.236; H 0.515; H 0.461; H 0.227; H 0.176; C -0.660; O -0.377; C -0.073; C -0.509; O -0.464; C -0.212; C -0.524; O -0.275; C -0.828; H 0.094; H 0.343; H 0.363; H 0.160; H 0.261; H 0.434; H 0.148; H -0.018; H 0.439; H 0.378; H 0.353; H 0.403; H 0.237; H 0.276; C -0.531; O -0.339; C -0.378; C -0.296; O -0.464; C -0.026; C -0.752; O -0.280; C -0.831; H 0.302; H 0.351; H 0.076; H 0.215; H 0.391; H 0.423; H 0.082; H 0.001; H 0.447; H 0.384; H 0.358

---

[2]
A cluster of 4 separate species, C21H33ClF9IN3O7P2S in total, computed with wB97M-V/def2-TZVPD.

XYZ file:
```
78
C21H33ClF9IN3O7P2S wB97M-V/def2-TZVPD
C 5.2821 -1.8749 0.0391
C 3.9277 -1.2693 -0.3692
S 2.6949 -2.5946 -0.4532
C 1.2913 -1.7207 -1.2142
C 0.0193 -1.9798 -0.4819
C -0.8056 -1.1241 0.1611
C -0.5610 0.3591 0.2134
C -1.2187 1.1885 1.3361
C -2.2814 2.1457 0.7879
I 0.3179 2.4039 2.2557
N -1.8550 -1.8892 0.6919
P -3.2574 -1.2465 1.5925
O -4.1208 -0.8943 0.2811
Cl -4.0424 -3.0433 2.1929
C -1.6331 -3.1624 0.3859
N -0.5269 -3.2539 -0.3328
P 0.0547 -4.7948 -0.9792
N -0.0160 -4.9244 -2.5115
H 5.7683 -1.2325 0.7655
H 5.1361 -2.8671 0.4666
H 5.9267 -1.9573 -0.8336
H 3.6007 -0.5797 0.4095
H 3.9874 -0.7365 -1.3160
H 1.1648 -2.0175 -2.2576
H 1.4997 -0.6526 -1.2007
H 0.5173 0.4776 0.2935
H -0.8480 0.7890 -0.7498
H -1.6021 0.5999 2.1597
H -2.8497 1.6839 -0.0226
H -1.8109 3.0405 0.3883
H -2.9337 2.4753 1.5964
H -4.9413 -0.4296 0.5056
H -2.2569 -3.9921 0.6683
H 1.3344 -4.9055 -0.4310
H -0.7827 -5.6961 -0.3016
H -0.3588 -4.1066 -2.9994
C 9.2626 2.6432 4.2026
C 9.6931 1.2832 3.7032
O 8.8540 0.8327 2.6127
C 9.1536 1.3129 1.4179
O 10.0289 2.0720 1.1341
C 8.2064 0.7019 0.3636
F 6.9287 0.7024 0.7821
F 8.5486 -0.5693 0.1117
F 8.2626 1.3752 -0.7765
H 8.2095 2.6301 4.4847
H 9.8558 2.9249 5.0714
H 9.3938 3.4029 3.4331
H 9.5769 0.5292 4.4779
H 10.7347 1.2807 3.3863
C -4.9340 8.5752 0.2466
C -3.4686 8.4088 0.5770
O -2.9621 7.1377 0.1013
C -2.6297 7.0916 -1.1773
O -2.6982 7.9684 -1.9829
C -2.0651 5.6947 -1.5139
F -2.8131 4.7128 -0.9814
F -0.8241 5.5642 -1.0223
F -2.0133 5.5055 -2.8241
H -5.5117 7.7394 0.6419
H -5.3103 9.4997 0.6820
H -5.0914 8.6114 -0.8306
H -3.3116 8.3895 1.6527
H -2.8674 9.2174 0.1648
C -5.6192 -4.8419 -0.1301
C -5.1721 -4.5196 -1.5398
O -5.3772 -5.6296 -2.4281
C -6.6132 -5.7608 -2.9031
O -7.5452 -5.0559 -2.6634
C -6.6747 -6.9608 -3.8737
F -6.0346 -8.0185 -3.3692
F -6.0912 -6.6274 -5.0305
F -7.9324 -7.2978 -4.1113
H -5.1242 -5.7449 0.2332
H -5.3735 -4.0147 0.5390
H -6.6932 -5.0186 -0.0934
H -4.0988 -4.3281 -1.5763
H -5.6801 -3.6375 -1.9286
```

Summary:
charge: +1
gap between HOMO and LUMO: 8.46 eV
E: -115603.7709 eV

Partial charges, Mulliken, in e: C -1.014; C -0.388; S -0.123; C -1.048; C 0.032; C 0.371; C -0.812; C -0.886; C -1.406; I 0.096; N 0.101; P 0.261; O -0.417; Cl -0.253; C -0.249; N 0.246; P 0.445; N -0.616; H 0.175; H 0.397; H 0.277; H 0.270; H 0.418; H 0.444; H 0.454; H 0.429; H 0.431; H 0.804; H 0.338; H 0.427; H 0.464; H 0.327; H 0.534; H 0.074; H 0.077; H 0.282; C -1.096; C -0.223; O -0.314; C 0.306; O -0.504; C 0.980; F -0.276; F -0.257; F -0.256; H 0.301; H 0.377; H 0.320; H 0.311; H 0.332; C -1.094; C -0.231; O -0.303; C 0.303; O -0.500; C 0.962; F -0.251; F -0.261; F -0.253; H 0.301; H 0.379; H 0.317; H 0.311; H 0.329; C -0.745; C -0.153; O -0.341; C 0.319; O -0.500; C 0.919; F -0.242; F -0.246; F -0.230; H 0.320; H -0.028; H 0.413; H 0.186; H 0.358

---

[3]
A structure of composition C8H15N2OS, computed with wB97M-V/def2-TZVPD.

XYZ file:
```
27
C8H15N2OS wB97M-V/def2-TZVPD
C -2.4268 -1.1146 -0.4926
C -3.8671 0.6296 0.4983
C -1.7942 0.0151 0.0601
C 2.0505 -0.7584 -0.2586
C 0.3542 -2.3688 0.4859
C 0.1386 1.7852 -0.7294
C 0.5111 -1.0472 -0.3239
C -0.3051 0.0549 0.2370
N -2.6414 1.0106 0.4478
N -0.6382 2.7258 0.0590
O 0.0626 0.3405 1.5540
S -4.1031 -0.9997 -0.2069
H -2.0844 -2.1189 -0.7925
H -4.6864 1.2083 0.8839
H 2.3501 -0.2002 -1.1966
H 2.5505 -1.7743 -0.1162
H 2.1990 -0.1350 0.5841
H 0.7206 -3.1192 -0.2536
H -0.7706 -2.5538 0.6671
H 0.8608 -2.2898 1.3932
H -0.0828 1.4499 -1.6166
H 1.2733 1.9291 -0.5221
H 0.2349 -1.3025 -1.3245
H -1.6514 2.2215 0.1909
H -0.9187 3.5754 -0.3433
H -0.3491 2.7597 1.0276
H 0.8969 -0.0441 1.8273
```

Summary:
charge: +1
energy above the lowest of the compared OMol25 structures with the same formula, charge and spin: 375.0 kJ/mol
gap between HOMO and LUMO: 9.48 eV
E: -24393.2814 eV

Partial charges, natural (NBO), in e: C -0.422; C -0.054; C 0.056; C -0.595; C -0.593; C -0.272; C -0.302; C 0.373; N -0.509; N -0.740; O -0.733; S 0.492; H 0.274; H 0.244; H 0.228; H 0.240; H 0.184; H 0.233; H 0.208; H 0.208; H 0.207; H 0.218; H 0.226; H 0.462; H 0.427; H 0.445; H 0.497

---

[4]
A cluster of 2 separate species, C5H13N3 in total, computed with wB97M-V/def2-TZVPD.

XYZ file:
```
21
C5H13N3 wB97M-V/def2-TZVPD
C 2.5166 0.8156 0.1303
N 3.3625 0.4182 -0.9933
C 2.8153 -0.2215 -1.9598
N 1.4591 -0.6826 -2.0206
H 2.3128 1.8771 -0.0593
H 3.1325 0.6996 1.0201
H 1.5476 0.2730 0.2346
H 3.2879 -0.4097 -2.9191
H 1.0994 -0.2411 -2.8865
H 1.4227 -1.7037 -2.2858
C -1.3789 -0.4636 -0.7484
C -1.4860 0.1143 0.4732
N -1.9861 -0.4937 1.6010
C -2.8918 0.2861 2.4375
H -1.8326 -1.4263 -0.9290
H -0.7880 -0.0316 -1.4838
H -1.1286 1.1481 0.7684
H -2.2345 -1.5078 1.4979
H -3.0600 -0.3283 3.2968
H -2.2770 1.2682 2.8107
H -3.8928 0.6096 2.0151
```

Summary:
SMILES: C/N=C\N.C=CNC
charge: 0
energy above the lowest of the compared OMol25 structures with the same formula, charge and spin: 264.1 kJ/mol
gap between HOMO and LUMO: 8.86 eV
E: -9863.6293 eV

Partial charges, natural (NBO), in e: C -0.464; N -0.396; C 0.250; N -0.888; H 0.205; H 0.203; H 0.210; H 0.144; H 0.363; H 0.374; C -0.509; C 0.013; N -0.626; C -0.405; H 0.186; H 0.209; H 0.184; H 0.373; H 0.201; H 0.189; H 0.181

---

[5]
The molecule C3H3Br2NO, computed with wB97M-V/def2-TZVPD.

XYZ file:
```
10
C3H3Br2NO wB97M-V/def2-TZVPD
O 2.3038 0.3497 -0.3725
C 1.1448 0.1119 -0.1923
N 0.5385 -1.0774 0.1867
C -0.8208 -0.4778 0.3688
C -0.2049 0.8687 -0.0792
Br -0.7874 1.1967 -1.9760
Br -0.1230 2.4146 1.1148
H 0.7448 -2.0652 -0.1519
H -1.0853 -0.5589 1.4465
H -1.7106 -0.7622 -0.3449
```

Summary:
SMILES: O=C1NCC1(Br)Br
charge: 0
energy above the lowest of the compared OMol25 structures with the same formula, charge and spin: 0.0 kJ/mol
gap between HOMO and LUMO: 10.19 eV
E: -146781.1661 eV

Partial charges, natural (NBO), in e: O -0.535; C 0.626; N -0.632; C -0.268; C -0.215; Br 0.053; Br 0.107; H 0.422; H 0.219; H 0.222

---

[6]
A cluster of 2 separate species, C3H5F3O2 in total, computed with wB97M-V/def2-TZVPD.

XYZ file:
```
13
C3H5F3O2 wB97M-V/def2-TZVPD
C 1.2974 -2.2591 0.4988
F 2.2041 -2.0677 -0.5387
F 1.3378 -3.6272 0.7141
F 1.9700 -1.7363 1.5989
O 0.1494 -1.8002 0.3020
C -0.3806 0.4552 0.1953
H 0.3917 0.4489 -0.5886
H -1.3648 0.0142 -0.0193
H -0.0783 0.4261 1.2490
O -0.7909 2.0779 0.1573
C -1.3090 2.5939 -0.9638
H -1.7876 3.5738 -0.8557
H -1.6391 1.9004 -1.7493
```

Summary:
<S²>: 0.753
2S+1: 2
charge: -1
energy above the lowest of the compared OMol25 structures with the same formula, charge and spin: 0.0 kJ/mol
gap between HOMO and LUMO (alpha / beta): 7.28 / 9.39 eV
E: -15439.0894 eV

Partial charges, natural (NBO), in e: C 1.127; F -0.413; F -0.407; F -0.414; O -0.831; C -0.193; H 0.208; H 0.197; H 0.213; O -0.581; C -0.160; H 0.133; H 0.122

---

[7]
The molecule CH5NO2S, computed with wB97M-V/def2-TZVPD.

XYZ file:
```
10
CH5NO2S wB97M-V/def2-TZVPD
C 0.3331 1.1813 0.5122
N -0.6809 -0.1775 0.0337
S -0.5966 -1.4316 1.2597
O -0.4917 -0.5285 -1.2450
O 0.9558 -0.9427 -1.5245
H -0.5859 1.7694 0.8154
H 1.0454 0.8670 1.3128
H 0.8318 1.3366 -0.4530
H -1.7533 -1.0109 1.6940
H 0.9422 -1.0632 -2.4052
```

Summary:
SMILES: CN(S)OO
charge: 0
energy above the lowest of the compared OMol25 structures with the same formula, charge and spin: 645.3 kJ/mol
gap between HOMO and LUMO: 9.93 eV
E: -17532.2550 eV

Partial charges, natural (NBO), in e: C -0.438; N -0.255; S 0.127; O -0.133; O -0.529; H 0.227; H 0.215; H 0.226; H 0.109; H 0.451